# 1
Computed, not measured: a cluster of 6 separate species, C14H36BF3I2O5S5 in total, with the ωB97M-V functional and the def2-TZVPD basis.

Highest occupied orbital energy in Eh: -0.267
E in a.u.: -3841.68829
Frontier orbital gap in eV: 6.540

The geometry in XYZ format:
```
66
Properties=species:S:1:pos:R:3:mulliken_charge:R:1
C -4.411 0.767 1.390 -0.8947
C -3.871 0.277 -0.113 -0.2084
I -4.436 -1.879 -0.233 0.1566
C -4.828 1.038 -1.204 -0.5444
I -5.339 -0.510 -2.730 -0.0019
B -4.112 2.255 -2.042 0.1648
C -2.745 3.069 -1.635 0.6947
F -2.428 3.096 -0.190 -0.1933
F -1.658 2.575 -2.510 -0.2437
F -2.986 4.508 -2.030 -0.2737
H -3.600 0.617 2.231 0.0693
H -5.365 0.088 1.624 0.4097
H -4.834 1.881 1.349 0.2788
H -2.721 0.452 -0.253 0.3955
H -5.771 1.430 -0.628 0.3788
H -4.625 2.559 -3.081 -0.0296
C -0.505 1.959 2.846 -0.9794
S 0.153 1.281 1.302 0.5793
O -0.601 0.017 1.009 -0.6198
C 1.765 0.808 1.974 -0.8779
H -1.532 2.287 2.671 0.2789
H -0.497 1.193 3.625 0.3220
H 0.099 2.815 3.156 0.4259
H 1.634 0.112 2.806 0.3169
H 2.296 1.701 2.312 0.3455
H 2.341 0.323 1.183 0.2238
C 6.021 1.694 1.847 -0.9947
S 5.759 2.941 3.131 0.4325
O 4.286 3.214 3.201 -0.5785
C 6.522 4.309 2.225 -0.9276
H 5.584 0.751 2.185 0.3745
H 5.537 2.004 0.919 0.2808
H 7.093 1.556 1.684 0.4376
H 6.007 4.461 1.274 0.2925
H 7.578 4.088 2.050 0.3459
H 6.439 5.215 2.830 0.3242
C -4.353 -3.517 5.418 -0.9715
S -3.789 -3.142 3.740 0.4780
O -3.561 -1.661 3.661 -0.5463
C -5.366 -3.493 2.927 -0.7078
H -3.529 -3.329 6.111 0.3215
H -5.199 -2.877 5.681 0.2944
H -4.644 -4.568 5.481 0.3797
H -6.151 -2.855 3.341 0.2592
H -5.625 -4.545 3.069 0.4041
H -5.259 -3.289 1.859 -0.0900
C -1.194 -1.295 -4.464 -0.6567
S -1.945 -1.531 -6.093 0.4807
O -3.414 -1.751 -5.884 -0.5815
C -1.195 -3.146 -6.417 -0.9167
H -1.556 -0.352 -4.049 0.0748
H -1.476 -2.115 -3.799 0.2825
H -0.107 -1.251 -4.565 0.3688
H -1.477 -3.853 -5.633 0.2948
H -0.108 -3.042 -6.455 0.3417
H -1.558 -3.510 -7.380 0.3172
C 7.273 -0.797 -2.132 -1.0242
S 5.776 -0.455 -1.176 0.6715
O 5.744 -1.421 -0.028 -0.6114
C 4.612 -1.057 -2.424 -0.9963
H 8.141 -0.530 -1.525 0.2994
H 7.322 -1.859 -2.385 0.3330
H 7.272 -0.195 -3.043 0.3612
H 4.823 -2.103 -2.659 0.3416
H 4.695 -0.446 -3.326 0.3516
H 3.599 -0.973 -2.024 0.2861
```

***

# 2
Computed, not measured: a structure of composition C14H36BaN2O5, with the ωB97M-V functional and the def2-TZVPD basis.

Spin multiplicity: 2
Net charge: +3
⟨S²⟩: 0.75
Highest occupied orbital energy (alpha / beta) in Eh: -0.684 / -0.684
E in a.u.: -1065.16697
Frontier orbital gap (alpha / beta) in eV: 9.826 / 3.611

The geometry in XYZ format:
```
58
Properties=species:S:1:pos:R:3:lowdin_spin:R:1
Ba 0.066 0.081 -0.057 0.0336
C 5.128 0.654 1.497 0.0002
C 4.161 0.394 0.361 0.0002
O 2.793 0.601 0.652 0.0013
H 6.092 0.272 1.160 0.0001
H 4.844 0.030 2.345 0.0000
H 5.106 1.684 1.853 0.0000
H 4.333 -0.644 0.075 0.0000
H 4.382 0.925 -0.564 0.0000
H 2.808 1.533 0.882 0.0000
C 1.679 -1.444 3.081 0.0003
O 0.448 -0.781 2.611 0.0049
C -0.126 -0.020 3.667 0.0004
C -1.534 0.411 3.213 0.0002
N -1.533 1.114 1.919 0.0007
C -2.873 1.362 1.378 0.0001
C -2.811 2.270 0.057 0.0012
O -1.920 1.771 -0.955 0.0137
C -1.695 2.731 -1.985 0.0008
H 1.518 -1.878 4.068 0.0002
H 2.490 -0.717 3.122 0.0001
H 1.910 -2.226 2.357 0.0000
H 0.493 0.813 4.001 0.0001
H -0.315 -0.662 4.528 0.0003
H -1.972 1.069 3.964 0.0001
H -2.111 -0.509 3.130 0.0000
H -0.902 1.894 2.038 0.0000
H -3.471 1.931 2.090 0.0000
H -3.400 0.419 1.235 0.0000
H -2.587 3.312 0.284 0.0008
H -3.813 2.270 -0.373 0.0004
H -1.313 3.650 -1.541 0.0007
H -2.620 2.952 -2.519 0.0003
H -0.880 2.313 -2.576 -0.0001
C 2.229 1.507 -2.735 0.0021
O 1.155 0.664 -2.514 0.0089
C 0.696 0.020 -3.732 0.0111
C -0.263 -1.211 -3.327 0.0708
N -1.269 -0.941 -2.265 0.5231
C -1.987 -2.177 -1.909 0.0991
C -2.687 -2.011 -0.563 0.0384
O -1.738 -1.966 0.498 0.0694
C -1.269 -3.193 0.914 0.0082
H 3.138 0.975 -3.015 0.0009
H 2.550 2.014 -1.825 0.0008
H 2.030 2.247 -3.511 0.0000
H 1.555 -0.396 -4.257 -0.0004
H 0.167 0.735 -4.364 0.0001
H 0.341 -2.098 -3.132 0.0018
H -0.823 -1.421 -4.238 0.0395
H -1.947 -0.318 -2.680 0.0108
H -1.332 -3.045 -1.844 0.0018
H -2.780 -2.265 -2.651 0.0436
H -3.314 -2.885 -0.384 0.0014
H -3.385 -1.180 -0.468 0.0010
H -2.087 -3.899 1.058 0.0015
H -0.677 -3.067 1.820 0.0010
H -0.678 -3.661 0.127 0.0045
```

***

# 3
Computed, not measured: a structure of composition C14H36F6KO22P4PtS2, with the ωB97M-V functional and the def2-TZVPD basis.

Spin multiplicity: 3
Net charge: +1
⟨S²⟩: 2.48
Highest occupied orbital energy (alpha / beta) in Eh: -0.403 / -0.368
E in a.u.: -5690.22951
Frontier orbital gap (alpha / beta) in eV: 6.313 / 2.490

The geometry in XYZ format:
```
86
Properties=species:S:1:pos:R:3:lowdin_spin:R:1
Pt -10.382 -1.830 2.994 0.1402
K -8.123 4.677 -2.035 -0.0001
C -12.461 4.313 5.095 -0.0104
F -12.465 4.137 6.423 -0.0029
F -13.439 3.520 4.549 -0.0022
F -12.674 5.574 4.812 -0.0024
S -10.741 3.758 4.570 -0.0594
O -10.286 4.631 3.534 0.3125
O -9.895 3.888 5.727 0.3773
O -10.959 2.369 4.123 0.3808
C -3.989 -1.933 -0.494 -0.0093
F -3.685 -3.057 0.155 -0.0020
F -2.851 -1.334 -0.851 -0.0025
F -4.757 -2.151 -1.573 -0.0022
S -4.886 -0.625 0.636 -0.0545
O -3.943 -0.503 1.789 0.3801
O -5.004 0.560 -0.206 0.2397
O -6.189 -1.150 1.008 0.3172
C 1.174 2.569 -4.717 0.0000
O 1.471 2.768 -6.059 0.0000
P 3.007 2.613 -6.554 0.0000
O 3.169 1.923 -7.878 0.0000
O 3.803 2.086 -5.266 0.0000
C 5.170 1.662 -5.442 0.0000
O 3.427 4.181 -6.470 0.0000
C 4.720 4.572 -6.727 0.0000
H 1.915 2.448 -3.927 0.0000
H 0.414 1.792 -4.629 0.0000
H 0.540 3.398 -4.402 0.0000
H 5.926 2.362 -5.087 0.0000
H 5.337 1.202 -6.415 0.0000
H 5.321 0.735 -4.889 0.0000
H 5.192 3.902 -7.445 0.0000
H 5.289 4.710 -5.808 0.0000
H 4.839 5.409 -7.414 0.0000
C 8.900 -4.043 2.423 0.0000
O 7.503 -3.933 2.065 0.0000
P 6.928 -3.068 0.792 0.0000
O 7.698 -3.128 -0.498 0.0000
O 5.334 -3.516 0.714 0.0000
C 4.590 -3.889 -0.568 0.0000
O 6.816 -1.581 1.454 0.0000
C 6.348 -0.593 0.664 0.0000
H 9.559 -3.402 1.839 0.0000
H 9.141 -5.099 2.303 0.0000
H 9.037 -3.790 3.474 0.0000
H 4.906 -4.888 -0.868 0.0000
H 4.779 -3.314 -1.475 0.0000
H 3.550 -3.942 -0.246 0.0000
H 5.504 -0.149 1.194 0.0000
H 5.967 -0.908 -0.307 0.0000
H 7.075 0.219 0.692 0.0000
C -0.710 9.639 6.876 0.0000
O -0.661 9.066 5.604 0.0000
P -1.880 8.125 5.082 0.0000
O -2.107 7.141 6.140 0.0000
O -3.147 9.084 4.874 0.0000
C -4.469 8.619 4.577 0.0000
O -1.542 7.626 3.608 0.0000
C -1.693 6.259 3.203 0.0000
H -0.381 10.678 6.844 0.0000
H 0.077 9.194 7.485 0.0000
H -1.633 9.610 7.454 0.0000
H -4.834 8.875 3.582 0.0000
H -5.216 9.065 5.234 0.0000
H -4.519 7.541 4.726 0.0000
H -2.615 5.909 3.667 0.0000
H -0.828 5.680 3.526 0.0000
H -1.907 6.295 2.134 0.0000
C 2.451 -11.665 -2.971 0.0000
O 1.471 -10.728 -3.632 0.0000
P 0.347 -10.012 -2.858 0.0000
O -0.932 -10.804 -2.736 0.0000
O 1.111 -9.502 -1.447 0.0000
C 0.397 -9.018 -0.304 0.0000
O 0.197 -8.645 -3.678 0.0000
C -0.673 -7.611 -3.357 0.0000
H 2.711 -11.270 -1.989 0.0000
H 3.318 -11.873 -3.599 0.0000
H 2.053 -12.660 -2.773 0.0000
H 1.011 -8.220 0.113 0.0000
H 0.356 -9.832 0.419 0.0000
H -0.609 -8.683 -0.557 0.0000
H -1.308 -7.778 -2.486 0.0000
H -1.384 -7.556 -4.181 0.0000
H -0.074 -6.701 -3.357 0.0000
```

***

# 4
Computed, not measured: a structure of composition C14H37IN3O4PS, with the ωB97M-V functional and the def2-TZVPD basis.

Highest occupied orbital energy in Eh: -0.294
E in a.u.: -2058.00167
Frontier orbital gap in eV: 7.987

The geometry in XYZ format:
```
61
Properties=species:S:1:pos:R:3:mulliken_charge:R:1
C -4.924 8.625 -1.599 -1.0897
C -3.741 7.685 -1.200 -0.2799
N -3.818 7.357 0.250 -0.2629
O -3.026 8.301 0.927 -0.1897
S -2.399 7.723 2.371 0.6980
O -3.445 6.810 2.875 -0.5010
O -1.090 6.714 2.022 -0.2643
P -0.677 6.610 0.378 0.2682
O 0.877 7.236 0.251 -0.4882
I -0.373 4.165 0.056 -0.0035
H -5.719 8.058 -2.090 0.2995
H -5.296 9.105 -0.686 0.3395
H -4.602 9.446 -2.248 0.3073
H -2.820 8.262 -1.312 0.2674
H -3.660 6.786 -1.812 0.3285
H -4.777 7.402 0.569 0.2492
H 0.902 7.810 -0.510 0.3378
C -0.197 -0.587 0.372 -1.4357
C 0.851 -1.211 1.280 -0.4122
N 2.205 -0.782 0.978 0.1878
C 3.223 -1.577 1.648 -0.4384
C 3.281 -1.530 3.176 -1.0705
C 2.425 0.655 0.975 -0.6748
C 2.104 1.433 2.254 -0.9471
H 0.034 -0.775 -0.677 0.2580
H -1.175 -1.023 0.584 0.4535
H -0.286 0.491 0.520 0.3018
H 0.799 -2.296 1.147 0.2967
H 0.577 -1.013 2.327 0.3824
H 4.203 -1.304 1.247 0.4465
H 3.076 -2.620 1.346 0.0719
H 3.715 -0.598 3.537 0.2521
H 3.919 -2.338 3.543 0.4441
H 2.300 -1.658 3.634 0.2522
H 1.835 1.086 0.160 0.3830
H 3.462 0.852 0.688 0.3482
H 1.155 1.131 2.698 0.2167
H 2.029 2.499 2.024 0.3634
H 2.887 1.325 3.003 0.2907
C 0.572 -3.055 -2.419 -0.9846
C -0.143 -4.397 -2.446 -0.3567
N 0.745 -5.523 -2.222 0.0589
C 0.130 -6.809 -2.515 -0.7200
C -1.056 -7.252 -1.654 -0.9575
C 1.541 -5.465 -1.006 -0.7314
C 0.801 -5.348 0.330 -0.9032
H 1.395 -3.033 -3.135 0.3060
H -0.125 -2.259 -2.685 0.4902
H 0.967 -2.823 -1.428 -0.1372
H -0.600 -4.510 -3.433 0.4585
H -0.971 -4.371 -1.721 0.2243
H 0.902 -7.584 -2.481 0.3644
H -0.199 -6.785 -3.559 0.4194
H -0.738 -7.583 -0.666 0.2288
H -1.554 -8.101 -2.127 0.3951
H -1.800 -6.464 -1.535 0.2712
H 2.224 -4.615 -1.090 0.3631
H 2.198 -6.338 -0.974 0.3462
H -0.010 -4.618 0.295 0.1778
H 1.497 -5.021 1.107 0.3780
H 0.391 -6.303 0.654 0.3223
```